No. 1
ORCA calculation (ωB97M-V/def2-TZVPD) on C12H29NO2S2Ti as an isolated structure.

XYZ file:
```
47
Properties=species:S:1:pos:R:3:forces:R:3:nbo_charge:R:1
H 1.638 -2.137 0.798 0.0 0.3 0.5 0.207
H -3.047 -2.092 1.286 0.2 -0.2 -0.4 0.273
H 0.705 -0.032 -2.594 -0.2 0.1 0.7 0.437
C 0.304 -0.161 3.063 -0.1 -0.5 -0.1 -0.106
H -0.624 -1.457 -3.447 -0.3 -0.2 0.2 0.266
S -0.835 2.362 0.024 -0.9 0.2 -1.1 0.263
H 1.947 1.263 2.891 0.2 -0.5 -0.5 0.262
O -0.583 0.378 2.020 0.8 -0.7 0.7 -0.650
H -2.969 3.289 -0.658 0.3 -0.3 0.3 0.286
H 2.738 -1.272 -0.304 -0.2 0.2 0.5 0.253
C -1.995 0.403 2.392 -0.4 0.3 0.2 -0.253
H 4.756 -0.222 0.579 -0.5 0.1 -0.2 0.208
H -2.593 -0.063 1.596 0.3 0.2 0.4 0.202
C 3.863 0.432 -1.260 0.5 0.1 0.5 -0.459
H 0.541 2.746 -1.823 -0.2 0.0 -0.4 0.264
H -2.146 -0.128 3.348 0.1 0.2 -0.5 0.250
Ti 0.222 0.125 0.112 -0.8 1.2 0.3 1.676
H 0.179 -1.261 3.085 -0.1 0.5 0.1 0.218
C -0.878 1.211 -2.533 -0.2 0.5 -0.5 -0.246
H 0.532 -2.683 -1.592 -0.3 0.0 -0.1 0.263
H -1.132 3.322 -2.127 0.4 -0.1 -0.1 0.294
H -1.151 -3.281 -1.744 0.4 0.2 -0.1 0.297
C -2.690 2.429 -0.028 -0.1 -0.1 0.5 -0.701
S -0.841 -2.048 0.269 -1.2 -0.6 -0.8 0.200
H -2.295 1.454 2.502 0.2 -0.5 0.2 0.230
C 2.391 -1.341 0.733 0.4 -0.4 0.0 -0.320
H 3.784 -0.560 -1.714 0.4 0.2 0.0 0.192
H 4.419 1.565 0.478 0.0 -0.1 -0.4 0.225
H -3.023 2.620 1.004 0.1 0.0 -0.6 0.266
C -0.896 -1.229 -2.405 -0.1 -0.4 -0.5 -0.244
H -0.614 1.326 -3.594 -0.2 0.2 0.2 0.265
H -3.162 1.506 -0.406 0.4 0.4 0.1 0.231
C 4.310 0.590 -0.002 0.6 0.4 -0.8 -0.337
H 2.415 -0.491 3.202 0.0 0.5 -0.4 0.265
C -0.528 -2.404 -1.515 0.0 -0.2 0.1 -0.514
H -1.974 -1.018 -2.378 0.4 -0.1 0.1 0.233
C 1.730 0.202 2.686 -0.2 -0.2 -0.5 -0.079
H -2.868 -3.186 -0.128 -0.1 0.3 0.2 0.284
H -3.197 -1.427 -0.382 0.4 -0.2 0.2 0.243
N -0.158 0.014 -2.021 0.5 -0.5 -0.3 -0.770
H 3.734 1.262 -1.950 -0.3 0.1 0.3 0.233
H 0.021 0.260 4.041 0.2 -0.1 -0.4 0.269
H 3.255 -1.571 1.363 -0.3 -0.1 -0.2 0.281
O 1.881 -0.013 1.144 -0.4 -0.5 2.1 -0.656
H -1.955 1.009 -2.486 0.2 0.1 0.0 0.230
C -0.524 2.479 -1.778 0.2 0.3 0.3 -0.525
C -2.687 -2.171 0.250 -0.1 -0.1 0.2 -0.704
```
Forces are in eV/Å.

Values from the calculation:
Total charge: +3
HOMO level (spin up / spin down), Eh: -0.686 / -0.686
2S+1: 2
Orbital gap (spin up / spin down), eV: 7.08 / 7.51

---

No. 2
ORCA calculation (ωB97M-V/def2-TZVPD) on a 3-piece molecular cluster, C12H29NO6PS2 overall.

XYZ file:
```
51
Properties=species:S:1:pos:R:3:forces:R:3:nbo_charge:R:1
H -4.192 3.935 0.387 0.0 0.1 0.0 0.220
H 4.779 -0.446 2.444 0.1 0.0 0.4 0.189
P 3.840 -0.385 -3.117 0.9 0.6 -0.2 1.100
C -3.493 -3.509 2.983 -0.1 -0.1 0.1 -0.834
H 4.180 1.116 0.826 -0.3 0.1 0.0 0.157
H -3.583 -4.543 3.317 0.0 0.0 -0.1 0.224
H 2.677 -1.056 0.765 0.4 -0.1 0.3 0.205
H -1.179 -1.829 -0.549 -0.4 -0.3 -0.1 0.182
H 0.482 -0.634 1.398 -0.1 0.3 0.2 0.201
H 1.525 0.255 -1.743 -0.2 0.0 -0.1 0.217
S -2.893 -3.469 1.288 0.0 0.2 -0.1 1.272
O 4.587 -0.343 -0.591 -0.5 0.2 0.1 -0.616
H -4.589 6.349 0.832 0.0 0.0 0.0 0.224
C 2.205 0.177 -0.905 1.1 0.7 0.4 -0.493
C 0.587 -1.247 0.513 0.5 -0.3 -0.7 -0.441
H 2.009 1.051 -0.273 -0.4 0.1 0.3 0.163
H -4.654 6.711 -0.921 0.0 0.0 0.0 0.221
C 1.996 -1.076 -0.068 -0.6 0.2 -0.3 -0.396
C -4.021 6.693 -0.033 -0.1 0.1 0.0 -0.835
H -4.246 4.200 -1.383 0.0 0.0 0.0 0.222
O 4.759 -1.811 -2.861 -0.8 0.1 -0.2 -1.014
H 2.328 -1.278 -4.553 0.0 0.1 -0.2 0.362
H 4.337 -2.289 -2.133 0.4 0.0 0.2 0.455
C -3.597 4.102 -0.512 -0.1 -0.1 0.0 -0.842
H -5.178 -3.915 0.726 0.0 0.0 0.0 0.223
H 5.474 -1.463 1.214 0.0 -0.4 -0.1 0.219
C 5.467 -0.459 1.609 -0.4 0.1 -0.4 -0.641
S -2.621 5.596 -0.317 0.1 0.0 -0.1 1.265
H -2.914 3.270 -0.664 0.0 0.1 -0.1 0.269
C -0.563 -0.952 -0.451 -0.1 -0.3 0.9 -0.079
C 3.636 0.357 -1.459 -0.7 -1.2 -1.0 -0.484
C -4.235 -4.447 0.595 -0.1 -0.1 0.0 -0.835
H 6.485 -0.235 1.898 0.2 0.2 0.4 0.191
C 4.973 0.461 0.480 1.0 -0.4 0.2 -0.040
H -4.038 -4.582 -0.467 0.1 0.0 0.0 0.241
H -0.567 1.890 0.597 0.1 0.0 0.5 0.116
O -1.896 5.480 0.972 -0.1 0.0 0.1 -0.984
H -4.459 -3.006 3.039 0.0 0.0 0.0 0.223
H 5.815 1.081 0.171 0.0 0.5 -0.1 0.148
H -0.242 -0.674 -1.444 0.1 0.4 -0.2 0.206
H 0.498 -2.275 0.843 -0.2 -0.3 0.3 0.213
C -1.048 1.321 -0.197 0.2 -1.4 2.6 0.673
H -3.633 7.692 0.158 0.1 0.0 0.0 0.234
H 2.278 -1.941 -0.667 0.0 -0.3 -0.1 0.173
H 2.090 -1.867 -3.071 -0.3 0.1 0.1 0.341
H -4.276 -5.420 1.087 0.1 0.0 0.0 0.225
O -1.672 -4.308 1.236 0.0 -0.1 0.0 -0.979
O -1.437 0.062 0.134 0.4 -0.1 0.0 -0.574
H -2.772 -2.984 3.606 0.0 0.0 -0.1 0.244
N 2.252 -0.998 -3.583 0.3 -0.4 0.4 -1.180
O -1.260 1.776 -1.239 -0.6 1.7 -3.6 -0.552
```
Forces are in eV/Å.

Values from the calculation:
Total charge: -1
HOMO level, Eh: -0.064
Orbital gap, eV: 3.79

---

No. 3
ORCA calculation (ωB97M-V/def2-TZVPD) on C12H30AlF2N3O7P as an isolated structure.

XYZ file:
```
56
Properties=species:S:1:pos:R:3:forces:R:3:nbo_charge:R:1
H -4.061 -3.645 -1.434 -0.3 -0.1 -0.1 0.240
C 0.422 6.415 2.697 -0.2 1.8 0.2 -0.262
C -1.805 -1.810 2.819 1.8 -0.5 0.6 -0.447
O 0.710 5.085 2.382 0.1 -3.0 -2.0 -0.477
N -1.629 -3.407 0.326 1.1 2.8 -1.4 -0.588
H 5.413 -3.723 -1.113 0.2 0.5 -0.5 0.221
C -0.507 -3.984 -0.509 -0.4 1.1 0.8 -0.420
C -3.724 -0.460 -1.572 0.8 -0.3 0.3 -0.424
F 2.287 -1.539 0.883 -1.0 2.0 -1.1 -0.491
H 6.211 2.218 -2.924 0.1 0.0 0.5 0.219
O 5.720 -1.657 -1.499 -1.9 0.2 -0.5 -0.441
H 4.854 2.091 -1.740 -0.1 0.1 -0.3 0.187
C 1.091 5.618 -1.179 -0.5 0.3 -0.1 -0.252
H -1.958 -1.311 3.776 -0.4 0.3 -0.3 0.247
O -1.003 -0.801 -0.199 0.0 -0.1 -0.4 -1.127
O 3.817 -0.314 -1.594 0.0 -0.8 0.1 -0.711
H -0.206 -4.878 0.037 0.1 0.0 -0.3 0.240
Al 1.425 0.917 -0.474 2.2 -0.3 -0.4 1.713
H 3.906 -2.748 -1.096 0.2 0.2 -0.4 0.200
F 2.414 2.846 -2.422 -1.1 -1.7 1.7 -0.446
C -4.433 -2.739 -0.955 0.1 -0.5 1.4 -0.440
H 0.468 4.887 -1.695 0.3 0.1 -0.3 0.186
H 0.856 6.647 -1.453 -0.2 -0.3 -0.5 0.219
H 4.743 1.588 -3.494 -0.5 -0.3 0.4 0.199
H 1.397 6.872 2.866 -0.3 0.5 0.2 0.206
H 2.154 5.489 -1.382 0.0 -0.5 0.6 0.210
H -4.252 -0.252 1.405 -0.7 0.9 0.6 0.206
C 5.354 1.632 -2.593 0.4 0.9 -0.7 -0.264
H -0.816 -4.196 -1.533 -0.2 -0.2 0.1 0.230
C 5.016 -0.555 -1.780 1.7 1.5 0.2 1.024
H -0.791 -1.570 2.497 0.4 -0.1 0.5 0.215
C 4.976 -2.751 -0.887 -0.1 0.0 1.0 -0.272
C -3.438 -0.202 2.128 0.2 0.1 -1.8 -0.398
H -2.942 -4.876 -0.022 -0.3 -0.6 0.2 0.227
H -1.846 -5.092 1.387 -0.2 -0.4 -0.1 0.244
N -3.373 -1.747 -0.919 0.3 1.4 0.2 -0.571
H -2.765 0.620 1.882 -0.5 0.8 0.5 0.207
H -2.846 0.142 -1.806 0.1 -0.4 -0.3 0.243
C -2.481 -4.395 0.841 -0.6 -1.0 0.8 -0.439
H -1.819 -2.871 3.070 -0.3 -0.2 -0.4 0.230
O 5.892 0.373 -2.240 -1.0 -2.0 0.5 -0.459
H -0.226 6.443 3.573 0.5 -0.3 0.2 0.213
H -4.213 0.115 -0.786 -0.7 0.2 -0.2 0.228
H -5.390 -2.421 -1.368 0.5 0.4 -0.5 0.261
H -3.234 -4.040 1.545 0.0 0.2 -0.2 0.237
H 0.305 -3.257 -0.540 0.0 -0.1 0.1 0.248
H -4.339 -0.655 -2.451 0.0 0.2 0.2 0.249
H 5.062 -2.616 0.191 0.0 0.0 0.0 0.203
O 0.675 5.645 0.194 0.8 -1.3 2.5 -0.528
N -2.678 -1.366 1.766 0.4 -2.4 -1.2 -0.697
P -2.084 -1.742 0.204 -0.3 -0.5 1.3 2.375
H -4.657 -2.931 0.094 -0.2 -0.6 0.0 0.227
O 1.265 3.537 0.833 0.6 -2.5 -0.2 -0.705
C 0.927 4.646 1.126 -1.3 4.3 -0.8 1.045
H -3.700 -0.251 3.185 -0.3 0.1 -0.4 0.248
H -0.144 6.974 1.951 0.3 -0.3 -0.4 0.211
```
Forces are in eV/Å.

Values from the calculation:
Total charge: +2
HOMO level (spin up / spin down), Eh: -0.572 / -0.563
2S+1: 2
Orbital gap (spin up / spin down), eV: 3.41 / 3.08

---

No. 4
ORCA calculation (ωB97M-V/def2-TZVPD) on C12H30F12MnN2O4P2 as an isolated structure.

XYZ file:
```
63
Properties=species:S:1:pos:R:3:forces:R:3:nbo_charge:R:1
H 15.580 9.094 -11.063 0.1 0.1 -0.1 0.170
N 11.367 6.711 -8.110 -1.9 0.4 0.3 -0.730
C 9.540 7.705 -6.602 0.5 -0.3 -0.7 -0.079
H 9.856 5.284 -7.866 -0.2 -0.2 -0.2 0.225
H 16.291 5.190 -8.257 0.2 0.1 -0.1 0.227
Mn 12.960 6.961 -9.594 -0.5 -0.7 0.0 1.411
F 10.034 7.536 -13.747 0.1 -0.1 0.5 -0.569
H 14.327 10.598 -9.934 -0.2 0.2 -0.1 0.192
H 14.307 9.472 -12.252 0.0 0.1 0.0 0.217
F 12.029 6.896 -12.839 -0.1 0.3 0.3 -0.586
H 10.495 3.865 -9.698 0.5 0.1 -1.0 0.203
H 12.766 10.098 -10.603 -0.2 -0.3 0.1 0.248
F 10.131 6.319 -11.737 0.0 -0.1 -0.1 -0.580
H 15.960 7.223 -12.251 0.1 0.0 -0.3 0.171
F 13.421 6.573 -5.724 -0.2 0.4 -0.2 -0.603
C 11.262 4.530 -9.283 -0.7 -0.4 1.3 -0.081
H 11.180 8.738 -7.511 0.2 -0.2 0.2 0.183
H 9.788 6.074 -9.445 0.2 0.4 0.1 0.240
F 13.576 4.925 -4.127 -0.3 0.1 -0.5 -0.575
O 14.198 7.623 -11.322 -0.1 0.2 -0.2 -0.593
H 8.057 6.156 -5.277 0.0 -0.1 0.0 0.170
C 13.706 9.732 -10.199 0.8 0.4 0.0 -0.247
F 9.414 8.451 -11.735 0.4 0.1 0.3 -0.572
C 12.811 3.968 -10.956 0.1 -0.6 -0.6 -0.245
C 14.905 6.951 -12.371 0.4 0.9 0.6 -0.235
C 10.541 7.888 -7.756 -0.8 0.9 -0.3 -0.238
C 14.512 9.016 -11.282 -0.1 -0.6 0.2 -0.072
F 11.904 4.880 -5.748 0.0 0.0 -0.1 -0.599
H 13.423 3.275 -10.372 -0.2 0.0 0.2 0.187
C 7.496 6.689 -6.051 -0.2 -0.3 0.6 -0.251
H 6.742 6.017 -6.456 0.1 0.0 -0.2 0.196
F 11.507 7.905 -10.827 -0.4 0.2 0.3 -0.615
F 11.365 9.118 -12.718 0.2 -0.1 -0.1 -0.582
C 15.646 7.731 -8.512 -0.2 0.6 0.0 -0.076
H 16.285 7.520 -7.652 -0.2 -0.5 0.1 0.220
H 16.646 5.807 -9.950 0.2 0.2 0.2 0.178
O 8.353 7.108 -7.081 0.0 0.1 -0.2 -0.543
N 13.468 8.949 -8.958 0.8 1.2 0.2 -0.684
H 14.276 8.529 -7.080 -0.1 0.0 0.0 0.247
H 15.324 4.695 -9.651 0.0 0.0 0.1 0.200
H 9.340 8.704 -6.210 -0.1 0.0 0.4 0.179
H 9.936 8.243 -8.598 0.2 -0.3 -0.3 0.230
H 13.421 4.339 -11.778 0.0 0.5 0.2 0.197
F 13.612 3.355 -5.786 0.2 0.0 -0.2 -0.574
C 14.650 8.812 -8.064 0.3 -0.6 -0.4 -0.250
H 14.517 7.323 -13.316 0.0 -0.4 -0.2 0.216
P 13.536 4.950 -5.740 0.8 0.0 0.9 2.601
H 15.194 9.758 -7.978 0.0 0.0 0.0 0.199
P 10.716 7.707 -12.302 -0.6 -0.3 -1.4 2.610
H 14.852 5.877 -12.234 -0.5 0.0 -0.1 0.197
H 9.990 7.048 -5.851 0.0 0.2 0.4 0.181
C 15.890 5.519 -9.215 -0.8 -0.7 -0.3 -0.245
F 13.532 4.996 -7.378 -0.1 -0.1 0.0 -0.599
H 12.880 9.568 -8.408 -0.5 -0.5 -0.2 0.400
H 11.728 3.908 -8.517 0.2 0.3 0.2 0.210
C 10.458 5.673 -8.689 0.7 -0.4 0.3 -0.257
H 6.951 7.489 -5.540 0.2 0.4 -0.2 0.168
F 15.163 5.115 -5.770 -0.4 -0.3 -0.2 -0.595
O 12.290 5.010 -10.157 -0.6 -0.3 -0.3 -0.606
O 14.953 6.573 -8.999 1.4 0.6 0.9 -0.595
H 16.330 8.092 -9.284 -0.1 0.0 -0.3 0.173
H 11.546 6.367 -7.172 1.1 -0.5 -0.1 0.427
H 11.992 3.432 -11.438 0.0 -0.1 0.2 0.203
```
Forces are in eV/Å.

Values from the calculation:
HOMO level (spin up / spin down), Eh: -0.344 / -0.374
2S+1: 6
Orbital gap (spin up / spin down), eV: 9.31 / 10.14